# 1
This record from the Open Molecules 2025 dataset describes a structure of composition C31H17BrCsF5IN3O2SSe. The level of theory is the ωB97M-V functional and the def2-TZVPD basis.

Properties
* energy: -209445.856 eV
* M: 1009.23 Da
* E_LUMO: 3.3 eV
* highest occupied orbital energy: -0.06152 Ha
* Kohn-Sham gap: 5.01 eV
* largest force on an atom: 0.033 hartree/bohr

ORCA input file:
```
! RIJCOSX wB97M-V def2-TZVPD def2/J DEFGRID3
* xyz -2 1
Cs -0.96 0.46 -0.82
O -3.18 1.21 0.13
N -4.13 0.82 0.83
N -4.10 -0.48 1.02
O -3.17 -1.26 0.52
C -5.10 -1.02 1.85
C -6.20 -0.27 2.25
C -7.14 -0.84 3.09
C -7.01 -2.15 3.53
C -5.91 -2.90 3.11
C -4.96 -2.34 2.27
H -6.31 0.75 1.92
H -7.99 -0.25 3.41
H -7.75 -2.59 4.19
H -5.79 -3.92 3.44
H -4.10 -2.90 1.93
S 3.87 -2.15 -1.50
C 2.87 -3.44 -0.91
C 3.22 -4.66 -0.34
C 2.22 -5.52 0.05
C 0.87 -5.18 -0.14
C 0.52 -3.98 -0.72
C 1.53 -3.09 -1.09
N 1.30 -1.84 -1.65
C 2.42 -1.24 -1.94
C 2.56 0.09 -2.60
C 3.79 0.40 -3.20
C 3.97 1.63 -3.80
C 2.90 2.52 -3.84
C 1.68 2.15 -3.29
C 1.45 0.94 -2.61
H 4.26 -4.91 -0.18
H 2.47 -6.46 0.52
H 0.10 -5.87 0.18
H -0.51 -3.70 -0.86
H 4.62 -0.31 -3.21
H 4.93 1.88 -4.25
H 3.03 3.49 -4.31
H 0.88 2.88 -3.38
Br -0.09 -5.04 3.66
C 1.28 -3.83 3.13
C 2.59 -4.19 3.43
C 3.63 -3.35 3.06
C 3.36 -2.16 2.39
C 2.05 -1.82 2.11
C 0.98 -2.65 2.48
I -0.94 -2.03 1.90
H 2.78 -5.12 3.93
H 4.65 -3.64 3.28
H 4.16 -1.51 2.08
H 1.84 -0.90 1.58
F 2.27 8.15 -3.67
C 1.28 7.84 -2.81
C -0.05 7.94 -3.19
F -0.35 8.35 -4.44
C -1.06 7.63 -2.29
F -2.31 7.77 -2.75
C -0.82 7.20 -0.99
Se -2.23 6.82 0.25
C 0.53 7.11 -0.65
F 0.91 6.72 0.58
C 1.56 7.42 -1.52
F 2.84 7.33 -1.13
*
```

Atomic partial charges in e from the Löwdin method, atoms 1 to 5:
1. Cs 1.055
2. O -0.448
3. N -0.053
4. N -0.276
5. O -0.429

---

# 2
This record from the Open Molecules 2025 dataset describes a structure of composition C31H17Cl5GeN2PtS2. The level of theory is the ωB97M-V functional and the def2-TZVPD basis.

Properties
* energy: -179440.862 eV
* M: 926.58 Da
* E_LUMO (alpha / beta): 1.5 / 1.4 eV
* highest occupied orbital energy (alpha / beta): -0.20575 / -0.20617 Ha
* Kohn-Sham gap (alpha / beta): 7.10 / 7.04 eV
* largest force on an atom: 0.030 hartree/bohr

ORCA input file:
```
! RIJCOSX wB97M-V def2-TZVPD def2/J DEFGRID3
* xyz -1 2
Pt 0.91 -0.69 0.07
S -0.94 0.71 -0.51
C -0.14 2.23 -0.90
C -0.95 3.32 -1.19
C -0.41 4.55 -1.54
C -1.27 5.65 -1.84
N -1.98 6.53 -2.06
C 0.99 4.67 -1.63
C 1.80 3.58 -1.34
C 1.26 2.34 -0.96
S 2.35 1.05 -0.58
C 1.60 5.91 -2.01
N 2.10 6.90 -2.32
H -2.02 3.21 -1.14
H 2.87 3.69 -1.41
C 0.26 0.80 -3.56
Ge -0.20 -0.71 -2.37
C 0.86 -2.19 -3.18
C 0.60 -2.33 -4.54
C 1.19 -3.34 -5.30
C 2.05 -4.24 -4.69
C 2.31 -4.12 -3.34
C 1.73 -3.10 -2.60
C -2.02 -1.26 -2.93
C -2.84 -0.32 -3.47
C -4.11 -0.87 -3.83
C -4.14 -2.19 -3.53
C -2.76 -2.59 -2.96
C -2.14 -3.66 -3.80
C -1.93 -4.94 -3.50
C -2.39 -5.63 -2.31
C -2.81 -5.75 -1.11
C -3.49 -2.78 -1.76
H 0.32 0.44 -4.58
H 1.23 1.18 -3.27
H -0.47 1.61 -3.50
H -0.10 -1.67 -5.04
H 0.96 -3.42 -6.36
H 2.51 -5.03 -5.27
H 2.98 -4.82 -2.85
H 1.95 -3.04 -1.54
H -2.60 0.74 -3.56
H -4.92 -0.32 -4.29
H -4.95 -2.88 -3.68
H -1.85 -3.33 -4.79
H -1.43 -5.55 -4.24
H -2.41 -6.77 -2.31
H 1.88 -1.87 -0.14
Cl -0.71 -3.39 -0.19
C -0.15 -2.15 0.90
C -0.47 -2.27 2.22
C -0.04 -1.28 3.22
Cl 0.87 0.13 2.92
C -0.50 -1.66 4.43
Cl -0.27 -0.84 5.92
C -1.23 -2.89 4.28
Cl -1.99 -3.71 5.58
C -1.22 -3.26 2.98
Cl -2.00 -4.67 2.39
*
```

Atomic partial charges in e from the Löwdin method, atoms 1 to 5:
1. Pt 0.494
2. S 0.639
3. C -0.636
4. C -0.062
5. C -0.195